Formula: C2H4N4S
Source: the Open Molecules 2025 dataset
Level of theory: wB97M-V/def2-TZVPD

Summary:
Kohn-Sham gap = 8.6 eV
M = 116.149 g/mol
net charge = 0
relative energy (zero: lowest compared OMol25 entry of this formula, charge and spin) = 60.1 kcal/mol
HOMO level = -8.5 eV

Cartesian coordinates (Å):
1 C -0.50 1.47 0.04
2 C -0.55 0.03 0.07
3 N 0.49 2.26 -0.03
4 N 1.30 3.05 -0.07
5 N 0.54 -0.73 -0.18
6 N 0.58 -2.11 -0.02
7 S -2.00 -0.70 0.44
8 H -1.46 1.97 0.11
9 H 1.44 -0.31 -0.34
10 H 0.02 -2.37 0.80
11 H 0.15 -2.58 -0.83

Formula: C2H4N4S
Source: the Open Molecules 2025 dataset
Level of theory: wB97M-V/def2-TZVPD

Summary:
Kohn-Sham gap = 8.4 eV
M = 116.149 g/mol
SMILES = [H]/N=C1\NN=CNS1
net charge = 0
relative energy (zero: lowest compared OMol25 entry of this formula, charge and spin) = 86.3 kcal/mol
HOMO level = -8.3 eV

Cartesian coordinates (Å):
1 H -1.80 1.38 -1.37
2 N -0.90 1.88 -1.40
3 C -0.28 0.98 -0.62
4 N -1.13 0.00 0.01
5 N -0.74 -1.19 0.47
6 C 0.56 -1.28 0.76
7 N 1.41 -0.26 0.89
8 S 1.30 1.06 -0.38
9 H -2.03 -0.15 -0.57
10 H 1.10 -2.13 1.07
11 H 2.52 -0.29 1.14

Formula: C2H4N6O3
Source: the Open Molecules 2025 dataset
Level of theory: wB97M-V/def2-TZVPD

Summary:
Kohn-Sham gap = 8.6 eV
M = 160.093 g/mol
SMILES = Nc1nn(N)n([N+](=O)[O-])c1=O
net charge = 0
relative energy (zero: lowest compared OMol25 entry of this formula, charge and spin) = 0.5 kcal/mol
HOMO level = -8.8 eV

Cartesian coordinates (Å):
1 N 2.14 1.73 0.16
2 C 1.14 0.82 0.15
3 N 1.26 -0.46 0.29
4 N 0.04 -1.04 0.26
5 N -0.12 -2.21 -0.46
6 N -0.91 -0.03 -0.09
7 N -2.28 -0.30 0.02
8 O -3.01 0.53 -0.42
9 O -2.55 -1.35 0.53
10 C -0.27 1.22 -0.06
11 O -0.77 2.31 -0.13
12 H 1.87 2.69 0.26
13 H 3.04 1.44 0.49
14 H -0.18 -3.01 0.16
15 H 0.60 -2.34 -1.17

Formula: C2H4NO
Source: the Open Molecules 2025 dataset
Level of theory: wB97M-V/def2-TZVPD

Summary:
Kohn-Sham gap = 6.1 eV
M = 58.060 g/mol
net charge = -1
relative energy (zero: lowest compared OMol25 entry of this formula, charge and spin) = 59.9 kcal/mol
HOMO level = -1.5 eV

Cartesian coordinates (Å):
1 N 1.60 -0.30 0.35
2 C 0.40 0.51 -0.12
3 C -1.05 -0.24 0.02
4 O -1.89 0.14 1.02
5 H 1.45 -1.33 0.22
6 H 0.36 1.51 0.52
7 H 0.53 0.78 -1.27
8 H -1.41 -1.07 -0.74

Formula: C2H4NO
Source: the Open Molecules 2025 dataset
Level of theory: wB97M-V/def2-TZVPD

Summary:
Kohn-Sham gap (spin up / spin down) = 9.0 / 8.1 eV
M = 58.060 g/mol
net charge = +1
relative energy (zero: lowest compared OMol25 entry of this formula, charge and spin) = 89.3 kcal/mol
HOMO level (spin up / spin down) = -16.4 / -16.0 eV

Cartesian coordinates (Å):
1 C 0.18 -0.70 0.11
2 C -0.27 0.65 -0.05
3 N -1.92 0.47 0.30
4 O -2.56 -0.38 -0.10
5 H 0.82 -0.93 0.89
6 H -0.36 0.84 -1.18
7 H 0.07 1.46 0.40
8 H -0.10 -1.51 -0.53

Formula: C2H4NO2
Source: the Open Molecules 2025 dataset
Level of theory: wB97M-V/def2-TZVPD

Summary:
Kohn-Sham gap (spin up / spin down) = 9.9 / 9.9 eV
M = 74.059 g/mol
net charge = +1
relative energy (zero: lowest compared OMol25 entry of this formula, charge and spin) = 77.7 kcal/mol
HOMO level (spin up / spin down) = -16.1 / -16.1 eV

Cartesian coordinates (Å):
1 C 3.29 -0.28 0.05
2 C 0.43 -0.79 -0.64
3 N -0.84 1.14 -0.73
4 O 4.31 0.11 0.32
5 O -0.38 0.00 -0.11
6 H 0.79 -1.63 -0.01
7 H 0.68 -0.62 -1.69
8 H -0.76 1.17 -1.75
9 H -1.63 1.67 -0.22

Formula: C2H4NO2
Source: the Open Molecules 2025 dataset
Level of theory: wB97M-V/def2-TZVPD

Summary:
Kohn-Sham gap (spin up / spin down) = 8.1 / 8.1 eV
M = 74.059 g/mol
net charge = +1
relative energy (zero: lowest compared OMol25 entry of this formula, charge and spin) = 171.5 kcal/mol
HOMO level (spin up / spin down) = -14.1 / -14.1 eV

Cartesian coordinates (Å):
1 C -1.48 -1.06 -0.04
2 C 1.23 -0.23 0.10
3 N -0.39 1.40 0.20
4 O -1.69 0.02 0.21
5 O 0.72 0.83 -0.35
6 H -0.96 -1.83 -0.48
7 H 2.13 -0.63 -0.35
8 H 0.88 -0.90 0.89
9 H -0.44 2.39 -0.17

Formula: C2H4NO2
Source: the Open Molecules 2025 dataset
Level of theory: wB97M-V/def2-TZVPD

Summary:
Kohn-Sham gap = 9.0 eV
M = 74.059 g/mol
net charge = +1
relative energy (zero: lowest compared OMol25 entry of this formula, charge and spin) = 116.4 kcal/mol
HOMO level = -16.0 eV

Cartesian coordinates (Å):
1 C -0.02 0.88 1.41
2 C 1.17 -0.57 -1.06
3 N 1.17 1.01 1.22
4 O 2.29 0.94 1.44
5 O 1.04 0.58 -0.77
6 H -0.35 1.07 2.46
7 H -0.82 0.99 0.76
8 H 1.19 -0.83 -2.19
9 H 1.34 -1.47 -0.47

Formula: C2H4NO2P
Source: the Open Molecules 2025 dataset
Level of theory: wB97M-V/def2-TZVPD

Summary:
Kohn-Sham gap = 8.9 eV
M = 105.033 g/mol
net charge = 0
relative energy (zero: lowest compared OMol25 entry of this formula, charge and spin) = 60.8 kcal/mol
HOMO level = -8.8 eV

Cartesian coordinates (Å):
1 C -0.73 -0.60 1.30
2 C -0.89 1.05 2.45
3 N -0.83 -1.68 2.02
4 O -0.66 -0.40 0.13
5 O 1.66 0.54 2.98
6 P 0.90 1.10 1.89
7 H -1.48 1.70 1.90
8 H -1.15 0.93 3.53
9 H -0.78 -1.93 3.02
10 H -0.51 -2.63 1.57

Formula: C2H4NO3
Source: the Open Molecules 2025 dataset
Level of theory: wB97M-V/def2-TZVPD

Summary:
Kohn-Sham gap (spin up / spin down) = 4.9 / 6.9 eV
M = 90.058 g/mol
net charge = -1
relative energy (zero: lowest compared OMol25 entry of this formula, charge and spin) = 151.6 kcal/mol
HOMO level (spin up / spin down) = -0.9 / -2.5 eV

Cartesian coordinates (Å):
1 C -0.37 1.10 -0.14
2 C -1.57 0.16 0.05
3 N 2.27 -0.05 -0.17
4 O 1.77 -1.26 -0.79
5 O 2.48 -0.22 1.04
6 O -0.55 2.31 -0.16
7 H -1.24 -0.87 0.13
8 H -2.13 0.45 0.94
9 H -2.23 0.25 -0.82
10 H 1.55 -1.88 -0.07

Formula: C2H4NO3P
Source: the Open Molecules 2025 dataset
Level of theory: wB97M-V/def2-TZVPD

Summary:
Kohn-Sham gap (spin up / spin down) = 8.3 / 8.9 eV
M = 121.032 g/mol
net charge = 0
relative energy (zero: lowest compared OMol25 entry of this formula, charge and spin) = 11.5 kcal/mol
multiplicity = 3
HOMO level (spin up / spin down) = -7.7 / -10.3 eV
expectation value of S² = 2.012

Cartesian coordinates (Å):
1 C -0.65 -1.22 0.10
2 C -1.02 0.20 0.51
3 N -0.12 1.13 -0.18
4 O -1.30 -2.20 0.26
5 O 2.96 0.55 0.65
6 O 0.65 -1.23 -0.37
7 P 1.31 0.23 -0.60
8 H -1.96 0.25 -0.12
9 H -1.32 0.18 1.51
10 H 0.23 2.00 0.17
11 H 1.22 0.11 -1.94

Formula: C2H4NO3S
Source: the Open Molecules 2025 dataset
Level of theory: wB97M-V/def2-TZVPD

Summary:
Kohn-Sham gap = 8.5 eV
M = 122.125 g/mol
net charge = -1
relative energy (zero: lowest compared OMol25 entry of this formula, charge and spin) = 18.7 kcal/mol
HOMO level = -4.8 eV

Cartesian coordinates (Å):
1 C -0.43 0.22 -0.02
2 C -1.89 0.42 -0.06
3 N 0.16 -0.94 -0.32
4 O 2.12 0.41 -0.98
5 O 2.56 -1.89 -0.16
6 O 1.86 -0.20 1.42
7 S 1.82 -0.62 -0.01
8 H 0.43 0.90 0.40
9 H -2.01 1.44 0.06
10 H -2.43 -0.04 0.79
11 H -2.20 0.29 -1.12

Formula: C2H4NO3S
Source: the Open Molecules 2025 dataset
Level of theory: wB97M-V/def2-TZVPD

Summary:
Kohn-Sham gap = 9.6 eV
M = 122.125 g/mol
net charge = -1
relative energy (zero: lowest compared OMol25 entry of this formula, charge and spin) = 8.1 kcal/mol
HOMO level = -5.6 eV

Cartesian coordinates (Å):
1 C -1.85 -0.71 -0.40
2 C -1.36 0.57 -0.16
3 N -2.26 -1.79 -0.54
4 O 1.54 0.29 -1.04
5 O 3.27 -0.47 0.61
6 O 1.17 0.74 1.29
7 S 1.88 -0.14 0.30
8 H 1.06 -1.46 0.58
9 H -0.99 0.94 -1.15
10 H -0.40 0.76 0.49
11 H -2.09 1.27 0.03

Formula: C2H4NO4S
Source: the Open Molecules 2025 dataset
Level of theory: wB97M-V/def2-TZVPD

Summary:
Kohn-Sham gap (spin up / spin down) = 6.6 / 6.6 eV
M = 138.124 g/mol
SMILES = [NH-]O/C=C/S(=O)(=O)O
net charge = -1
relative energy (zero: lowest compared OMol25 entry of this formula, charge and spin) = 115.6 kcal/mol
HOMO level (spin up / spin down) = -2.9 / -2.9 eV

Cartesian coordinates (Å):
1 N 2.66 -0.57 -0.66
2 O 2.12 0.07 0.50
3 C 0.91 0.45 0.51
4 C -0.07 0.01 -0.40
5 S -1.84 0.22 -0.37
6 O -2.42 -0.35 -1.56
7 O -2.22 1.58 -0.14
8 O -2.35 -0.72 1.03
9 H 3.67 -0.55 -0.44
10 H 0.72 0.97 1.37
11 H 0.28 -0.54 -1.21
12 H -1.45 -0.58 1.36

Formula: C2H4NO4S
Source: the Open Molecules 2025 dataset
Level of theory: wB97M-V/def2-TZVPD

Summary:
Kohn-Sham gap = 8.0 eV
M = 138.124 g/mol
net charge = -1
relative energy (zero: lowest compared OMol25 entry of this formula, charge and spin) = 22.5 kcal/mol
HOMO level = -4.0 eV

Cartesian coordinates (Å):
1 C 0.62 0.65 0.62
2 C -0.85 -0.13 0.34
3 N 1.18 1.06 -0.48
4 O -1.70 -1.12 -1.88
5 O 0.91 0.71 1.85
6 O 0.74 -1.23 -1.53
7 O -1.15 -0.73 1.54
8 S -0.68 -1.52 -0.89
9 H -1.60 0.61 -0.05
10 H 1.06 0.24 -1.13
11 H 2.17 1.55 -0.53
12 H -0.70 -0.08 2.16

Formula: C2H4NOP
Source: the Open Molecules 2025 dataset
Level of theory: wB97M-V/def2-TZVPD

Summary:
Kohn-Sham gap = 9.0 eV
M = 89.034 g/mol
SMILES = O=PN1CC1
net charge = 0
relative energy (zero: lowest compared OMol25 entry of this formula, charge and spin) = 23.5 kcal/mol
HOMO level = -9.5 eV

Cartesian coordinates (Å):
1 O 1.17 1.04 2.41
2 P 0.51 -0.18 2.03
3 N -0.48 0.13 0.52
4 C 0.07 0.57 -0.69
5 C -0.55 -0.80 -0.58
6 H 1.20 0.66 -0.94
7 H -0.62 1.34 -1.13
8 H -1.34 -1.03 -1.20
9 H 0.05 -1.73 -0.43

Formula: C2H4NOP
Source: the Open Molecules 2025 dataset
Level of theory: wB97M-V/def2-TZVPD

Summary:
Kohn-Sham gap (spin up / spin down) = 7.2 / 7.2 eV
M = 89.034 g/mol
net charge = 0
relative energy (zero: lowest compared OMol25 entry of this formula, charge and spin) = 73.8 kcal/mol
HOMO level (spin up / spin down) = -6.7 / -6.7 eV

Cartesian coordinates (Å):
1 C -0.05 -0.44 0.92
2 C 0.44 -0.82 2.09
3 N -0.35 -0.07 -0.25
4 O -0.20 0.85 -2.78
5 P -1.44 0.19 -1.77
6 H 0.30 -0.30 3.08
7 H 0.96 -1.83 2.15
8 H 0.30 0.60 -0.78
9 H 0.05 1.83 -2.67

Formula: C2H4NOPS
Source: the Open Molecules 2025 dataset
Level of theory: wB97M-V/def2-TZVPD

Summary:
Kohn-Sham gap = 8.9 eV
M = 121.101 g/mol
SMILES = O=PSN1CC1
net charge = 0
relative energy (zero: lowest compared OMol25 entry of this formula, charge and spin) = 35.1 kcal/mol
HOMO level = -9.3 eV

Cartesian coordinates (Å):
1 O 1.09 3.18 -2.31
2 P 1.38 1.96 -1.57
3 S -0.45 1.25 -0.77
4 N 0.29 -0.11 -0.02
5 C -0.45 -1.34 0.08
6 C -0.17 -0.53 1.28
7 H 0.13 -2.23 -0.11
8 H -1.46 -1.37 -0.30
9 H -0.98 0.01 1.75
10 H 0.62 -0.83 1.96

Formula: C2H4NOS
Source: the Open Molecules 2025 dataset
Level of theory: wB97M-V/def2-TZVPD

Summary:
Kohn-Sham gap (spin up / spin down) = 6.7 / 6.0 eV
M = 90.127 g/mol
net charge = -1
relative energy (zero: lowest compared OMol25 entry of this formula, charge and spin) = 91.5 kcal/mol
HOMO level (spin up / spin down) = -3.0 / -2.3 eV

Cartesian coordinates (Å):
1 C -0.52 -0.61 -0.12
2 C -0.32 0.81 0.30
3 N 0.50 -0.62 -1.25
4 O 1.92 -0.92 0.48
5 S 0.70 1.06 -1.19
6 H -0.01 -1.30 0.65
7 H -1.46 -0.69 -0.54
8 H -1.17 1.48 0.45
9 H 0.36 0.79 1.24

Formula: C2H4NOS2
Source: the Open Molecules 2025 dataset
Level of theory: wB97M-V/def2-TZVPD

Summary:
Kohn-Sham gap = 5.8 eV
M = 122.194 g/mol
net charge = -1
relative energy (zero: lowest compared OMol25 entry of this formula, charge and spin) = 0.0 kcal/mol
HOMO level = -2.3 eV

Cartesian coordinates (Å):
1 C -0.34 -1.64 0.13
2 C -1.58 0.53 -0.32
3 N -1.16 -0.78 0.08
4 O 0.28 -2.64 0.25
5 S 2.20 0.13 -0.02
6 S 2.30 2.14 0.46
7 H -0.90 1.19 0.11
8 H -1.51 0.62 -1.39
9 H -2.53 0.79 0.00
10 H 3.26 -0.34 0.70